78
Properties=species:S:1:pos:R:3:forces:R:3 method="wB97M-V/def2-TZVPD" orbital_gap_ev=7.048 lumo_energy_ha=0.078 relative_energy_ev=0.638 total_charge=-1
Se -1.406 -1.180 -0.522 -0.0598 0.2343 -0.1363
C -2.972 -0.094 -0.228 0.0450 -0.0336 0.0089
C -0.613 -4.652 -1.688 -0.0057 0.0082 -0.0203
C 3.070 1.169 3.876 -0.0108 -0.0105 0.0181
H -4.292 5.352 2.823 0.0033 -0.0003 0.0009
C 5.427 1.353 0.233 0.0046 0.0014 -0.0137
C -0.625 -4.116 -3.111 0.0204 0.0050 0.0208
S 2.274 -2.065 0.092 -0.0680 0.1010 -0.0155
C 4.753 1.231 -0.973 -0.0009 -0.0053 0.0047
H 3.706 -4.051 -3.471 0.0072 0.0009 0.0016
P 1.772 -3.896 -0.533 -0.0522 -0.0831 -0.0774
H -2.257 2.938 -0.924 0.0241 -0.0014 -0.0122
C -3.433 0.190 1.053 -0.0247 0.0489 0.0108
H -0.257 -6.491 -0.603 0.0051 -0.0017 0.0065
C -4.842 4.990 -1.545 -0.0149 0.0263 0.0233
H 3.631 -6.455 -1.600 0.0007 0.0016 0.0007
C -4.035 5.355 0.691 0.0205 -0.0016 -0.0037
N 2.733 0.881 0.217 -0.0227 0.2092 -0.0175
H 5.702 -4.155 -2.057 0.0010 0.0066 -0.0046
H -5.679 6.411 -0.178 -0.0016 0.0041 -0.0028
C -3.886 4.023 -1.760 0.0083 -0.0104 -0.0152
H 0.389 0.526 5.836 -0.0061 0.0031 -0.0006
H 4.101 1.480 3.973 0.0003 -0.0075 -0.0008
H 4.696 -6.271 -3.015 0.0024 -0.0043 -0.0005
C -4.950 0.991 -1.032 -0.0040 -0.0192 0.0237
H 4.654 -2.808 -1.559 -0.0002 0.0040 -0.0002
C -3.757 0.331 -1.293 0.0118 -0.0623 -0.0119
N -5.396 1.267 0.190 0.0141 0.0030 0.0018
C -0.216 3.437 0.292 0.0819 0.1315 -0.1933
O 0.207 -3.803 -0.864 -0.0127 0.0135 0.0503
C 4.740 -3.892 -1.612 -0.0001 -0.0052 0.0071
O 0.052 4.601 0.060 -0.0084 0.0080 0.0153
C -0.251 -6.125 -1.627 0.0074 0.0030 0.0052
C 2.515 0.918 2.621 0.0221 -0.0362 0.0704
C 1.170 0.550 2.533 0.0886 0.2005 -0.1206
H -3.835 3.508 -2.711 0.0121 0.0242 0.0346
C -2.994 3.706 -0.743 -0.0112 -0.0055 -0.0073
H 5.250 1.330 2.359 0.0105 0.0042 -0.0070
S 2.263 -5.387 0.637 0.0028 0.0084 0.0169
H 0.361 -4.225 -3.562 -0.0019 -0.0053 -0.0085
C -4.090 6.058 2.016 0.0016 0.0035 0.0073
C 2.310 1.036 5.026 0.0115 0.0117 -0.0010
H -0.984 -6.683 -2.215 -0.0014 -0.0029 0.0057
Tl 0.410 0.305 0.506 0.0325 -0.5662 0.3137
C 3.351 1.026 1.388 0.0185 0.0140 -0.0631
Cl -5.981 5.384 -2.813 0.0126 0.0013 0.0163
C -4.628 0.877 1.206 0.0114 -0.0143 -0.0114
O 2.307 -4.110 -2.052 0.0325 0.0149 0.0105
H 0.740 -6.305 -2.042 -0.0077 0.0001 -0.0005
H -5.577 1.320 -1.854 -0.0035 0.0038 -0.0074
H -0.619 0.103 3.633 -0.0084 0.0173 -0.0049
H 2.817 0.847 -1.832 -0.0127 0.0068 0.0067
C -3.065 4.366 0.474 -0.0299 -0.0447 0.0314
O 0.308 2.415 -0.300 -0.0628 -0.1143 0.0130
H -1.609 -4.523 -1.256 0.0041 0.0107 -0.0087
H -3.133 6.530 2.241 -0.0005 0.0009 0.0020
C 3.396 0.985 -0.929 0.0154 -0.0443 0.0116
C -4.919 5.655 -0.329 -0.0001 -0.0134 -0.0206
C 3.731 -5.996 -2.583 -0.0072 -0.0022 0.0018
H -4.993 1.112 2.200 -0.0032 0.0040 0.0024
H 2.756 1.238 5.991 0.0045 -0.0052 0.0024
C 0.420 0.409 3.691 -0.0408 -0.0255 -0.0095
H -1.748 2.155 1.141 -0.0063 -0.0160 -0.0154
H -4.869 6.820 2.015 -0.0030 0.0014 0.0017
H 6.496 1.522 0.250 0.0012 0.0016 -0.0017
C 3.632 -4.484 -2.468 0.0094 0.0110 -0.0156
H -2.875 -0.131 1.924 -0.0012 -0.0038 0.0043
C -1.266 3.111 1.364 -0.0622 -0.0759 0.0612
H 5.264 1.306 -1.922 0.0056 0.0024 0.0017
H -0.753 3.028 2.323 -0.0266 -0.0120 0.0173
C 0.983 0.645 4.938 -0.0173 -0.0127 -0.0055
H -1.355 -4.665 -3.709 -0.0089 0.0003 0.0086
C 4.728 1.250 1.419 0.0008 0.0049 0.0375
O -2.253 4.108 1.536 0.0466 0.0687 -0.0374
H 4.701 -4.289 -0.598 0.0012 0.0019 -0.0041
H -3.448 0.142 -2.313 0.0034 0.0066 0.0001
H -0.893 -3.059 -3.110 0.0028 0.0093 -0.0034
H 2.942 -6.379 -3.232 -0.0001 -0.0010 0.0012